Molecular formula: H6O3
Method: DFT, ωB97M-V with the def2-TZVPD basis set

Summary:
HOMO-LUMO gap	11.02	eV
multiplicity	1
energy above the lowest of the compared OMol25 structures with the same formula, charge and spin	6.2	kcal/mol
F_max	0.0127	hartree/bohr
lowest unoccupied orbital energy	0.4031	eV
structure (SMILES)	O.O.O

CARTESIAN COORDINATES (ANGSTROEM)
O (1.7879, -0.0477, 1.6901)
H (1.5293, 0.1553, 2.5891)
H (2.2441, 0.7378, 1.3883)
O (-2.4357, 0.3347, -1.7067)
H (-1.6642, -0.1005, -1.3439)
H (-2.0984, 1.1487, -2.0807)
O (-0.1581, -0.7004, -0.2951)
H (0.4953, -1.3136, -0.6317)
H (0.2998, -0.2143, 0.3906)

Cartesian forces (eV/Å) of the 6 atoms listed first:
O -0.08 -0.08 -0.18
H -0.11 -0.03 0.31
H 0.24 0.23 -0.10
O -0.54 0.14 -0.25
H 0.47 -0.24 0.37
H 0.02 0.16 -0.09